Record 1
{
  "formula": "C4H6FNO2",
  "method": "ωB97M-V/def2-TZVPD",
  "charge": 0,
  "gap_ev": 9.23,
  "smiles": "N/C(CO)=C(\\F)C=O",
  "relative_energy_kcal_mol": 27.4,
  "symbols": ["N", "C", "C", "O", "C", "F", "C", "O", "H", "H", "H", "H", "H", "H"],
  "xyz": [[0.15505, -1.20972, -1.33322], [0.01637, -0.39134, -0.25168], [-1.09134, 0.61945, -0.39883], [-1.09759, 1.18282, -1.69528], [0.78311, -0.54050, 0.85180], [1.71681, -1.53934, 0.81775], [0.72687, 0.20463, 2.09650], [1.44757, -0.00704, 3.04484], [-0.20428, -0.82456, -2.19049], [0.99329, -1.80697, -1.35510], [-2.04693, 0.11946, -0.29943], [-1.04816, 1.41046, 0.37313], [-0.33000, 1.78699, -1.75836], [-0.02076, 0.99566, 2.09837]],
  "forces_ev_per_a": [[0.7460, -0.3660, 0.3431], [0.1654, -0.1441, 0.0719], [0.0227, 0.5359, 0.5617], [0.7075, 0.5932, -0.2280], [0.1761, -0.2689, 0.0869], [-0.2630, 0.2577, -0.0833], [0.3885, -0.4158, -0.2811], [-0.1266, 0.0749, -0.0107], [0.1021, -0.1763, -0.1708], [-0.8475, 0.5798, -0.1458], [-0.1911, -0.1921, 0.0581], [0.0525, -0.4621, -0.3248], [-0.6110, -0.4153, -0.0490], [-0.3216, 0.3992, 0.1716]]
}

***

Record 2
{
  "formula": "C4H5N3O4",
  "method": "ωB97M-V/def2-TZVPD",
  "charge": 0,
  "gap_ev": 8.12,
  "relative_energy_kcal_mol": 115.9,
  "symbols": ["C", "C", "C", "C", "N", "N", "N", "O", "O", "O", "O", "H", "H", "H", "H", "H"],
  "xyz": [[0.21705, 1.11051, -1.42517], [-1.20120, -0.74006, -0.79380], [0.88827, 0.88596, -0.16230], [0.33017, -0.21406, 0.67889], [-0.95427, 0.31851, -1.50824], [1.03946, -1.38809, 0.96733], [-0.69787, 0.11085, 1.61287], [-1.24441, 1.18513, 1.44783], [0.49603, 1.92868, -2.26747], [-1.88035, -1.66868, -0.68881], [-0.86647, -0.71905, 2.50593], [1.91565, 0.72948, -0.42061], [0.85556, 1.82778, 0.42852], [-1.46435, 0.32982, -2.43576], [2.09773, -1.50452, 0.92607], [0.46900, -2.19226, 1.13471]],
  "forces_ev_per_a": [[-1.4669, 1.1208, -1.0795], [3.6681, 1.3063, 3.9314], [0.9992, 0.5455, 2.5745], [-1.0926, -2.5599, -3.0015], [-1.5883, 0.4436, -4.3653], [2.0769, 0.5868, -0.3940], [1.7104, -0.4857, 1.1062], [-1.0437, 0.3519, 0.4299], [-0.1866, -0.9933, 0.5598], [-1.2628, -1.3288, -0.3984], [-1.0217, 0.8908, -0.3951], [0.8113, -0.2714, 0.1194], [-0.0130, -0.3371, -0.5734], [0.7665, 0.4948, 1.2106], [-2.5349, 0.5237, 0.0284], [0.1781, -0.2882, 0.2472]]
}

***

Record 3
{
  "formula": "C13H14IN3OSn",
  "method": "ωB97M-V/def2-TZVPD",
  "charge": 2,
  "gap_ev": [6.41, 5.22],
  "symbols": ["C", "C", "H", "H", "H", "H", "H", "H", "C", "C", "C", "C", "H", "H", "H", "H", "N", "C", "C", "N", "C", "C", "C", "H", "H", "C", "H", "H", "Sn", "I", "O", "C", "N"],
  "xyz": [[1.41636, 3.16851, 0.66817], [2.85616, 0.82081, 0.36676], [1.33801, 3.32485, -0.45794], [2.45316, 3.16180, 1.06839], [0.86612, 3.32882, 1.62685], [2.58873, 0.54139, -0.70208], [3.35616, 1.82515, 0.37913], [2.88754, 0.38052, 1.39177], [-2.04890, 1.85783, -0.30681], [-3.34813, 1.61056, -0.72366], [-3.68688, 0.36733, -1.26996], [-2.65452, -0.58548, -1.35358], [-1.81149, 2.81614, 0.13158], [-4.13048, 2.36791, -0.64031], [-4.69767, 0.10486, -1.64187], [-2.84156, -1.55427, -1.78091], [-1.09678, 0.90408, -0.35234], [-1.35814, -0.30671, -0.89707], [-0.27185, -1.28083, -0.91663], [0.89105, -0.89405, -0.38768], [1.88113, -1.76989, -0.18162], [0.65330, -3.48330, -1.34463], [1.82234, -3.07944, -0.70006], [2.76482, -1.48591, 0.37875], [2.69607, -3.73167, -0.59120], [-0.40992, -2.58903, -1.40707], [-1.34365, -2.87275, -1.85532], [0.55946, -4.49085, -1.76892], [0.80552, 1.20837, 0.90642], [-0.64248, 2.76090, 2.85267], [-0.49502, -1.27541, 4.03317], [0.18571, -0.82340, 3.17946], [0.81585, -0.32682, 2.29657]],
  "forces_ev_per_a": [[1.8768, -0.1771, -0.4783], [2.1612, 2.5376, -1.0013], [-0.3833, 0.9615, 1.8436], [-0.6293, 0.6432, -0.6771], [0.0434, 2.1282, -1.5500], [0.9077, -0.4172, 1.8516], [0.1290, -1.5952, -0.1818], [0.4489, -0.7412, -1.2860], [-0.7566, -0.6376, -0.1065], [-0.6427, -0.0079, -0.3789], [0.9178, -0.5577, 0.0054], [0.0668, 0.4898, 0.0101], [0.1867, -0.0282, -0.0743], [0.4799, -0.0443, 0.0347], [0.7694, 0.3923, 0.4118], [-0.1743, -0.0882, -0.0637], [0.5574, 0.5232, 0.5795], [-1.2608, 0.8239, 0.0427], [0.8601, -1.5611, -0.3030], [-0.0976, 0.3308, 0.9217], [-0.3763, -1.3810, -1.0242], [0.1812, -0.0173, 0.1081], [0.0645, 0.6040, 0.2466], [-0.2078, 0.1508, -0.1871], [-0.5048, 0.2126, 0.0014], [-0.0107, 0.6588, 0.0724], [-0.0957, -0.2602, -0.1016], [0.0376, 0.5024, 0.2156], [-2.9313, -4.7757, -0.3595], [-1.5540, 0.1454, 1.8149], [1.4486, 0.5422, -1.4067], [-2.6464, -0.7785, 2.4503], [1.1346, 1.4220, -1.4302]]
}

***

Computed energy, in the same sequence as the records: -461.09020, -620.51485, -1254.50400 a.u..